{
  "formula": "C66H72BI2NO33P",
  "method": "ωB97M-V/def2-TZVPD",
  "elements": ["C", "C", "P", "C", "N", "C", "C", "O", "C", "C", "O", "C", "C", "C", "C", "C", "C", "C", "C", "C", "C", "C", "C", "C", "C", "O", "B", "O", "O", "C", "I", "C", "C", "I", "H", "H", "H", "H", "H", "H", "H", "H", "H", "H", "H", "H", "H", "H", "H", "H", "H", "H", "H", "H", "H", "H", "H", "H", "H", "H", "H", "H", "H", "H", "H", "H", "H", "H", "H", "H", "H", "H", "H", "H", "H", "H", "H", "H", "C", "C", "C", "O", "C", "C", "C", "O", "O", "O", "H", "H", "H", "H", "C", "C", "C", "O", "C", "C", "C", "O", "O", "O", "H", "H", "H", "H", "C", "C", "C", "O", "C", "C", "C", "O", "O", "O", "H", "H", "H", "H", "C", "C", "C", "O", "C", "C", "C", "O", "O", "O", "H", "H", "H", "H", "C", "C", "C", "O", "C", "C", "C", "O", "O", "O", "H", "H", "H", "H", "C", "C", "C", "O", "C", "C", "C", "O", "O", "O", "H", "H", "H", "H", "C", "C", "C", "O", "C", "C", "C", "O", "O", "O", "H", "H", "H", "H"],
  "xyz": [[0.71103, -6.24393, 0.92786], [0.19393, -4.82669, 1.02557], [-0.29837, -4.44567, 2.72775], [-1.70940, -5.56548, 3.05969], [-0.98861, -2.71704, 2.81455], [-1.95741, -2.50744, 1.63144], [-1.37618, -1.83230, 0.42211], [-1.48934, -0.45291, 0.58799], [-0.34386, 0.31610, 0.22108], [-0.48975, 1.65658, 0.89610], [-0.02305, 2.76083, 0.15354], [1.31049, 3.06459, 0.17012], [2.30813, 2.29272, 0.61014], [3.58575, 2.71856, 0.58905], [3.91109, 3.94221, 0.13251], [5.33658, 4.49382, 0.15336], [6.14846, 3.71974, 1.17355], [5.23522, 5.92218, 0.71356], [5.99657, 4.65166, -1.22757], [6.71557, 3.50444, -1.94383], [8.14822, 3.28459, -1.44505], [5.94085, 2.19719, -2.00898], [6.86884, 4.00530, -3.40041], [2.89045, 4.69225, -0.31712], [1.62964, 4.27629, -0.31721], [0.00721, -1.74552, 2.69459], [1.32800, -2.15856, 3.07600], [1.70383, -2.10918, 4.38032], [2.21185, -2.51892, 2.13635], [-1.83408, -2.44017, 4.07126], [-1.96304, -0.30571, 4.27433], [-1.31375, -3.15130, 5.37966], [-2.31771, -4.18609, 5.87165], [-1.20569, -1.72565, 7.02639], [1.60460, -6.40686, 1.50408], [-0.07110, -6.95437, 1.13192], [0.98332, -6.38366, -0.10177], [0.89991, -4.11730, 0.64039], [-0.67423, -4.73683, 0.38301], [-1.91773, -6.15481, 2.18418], [-1.39941, -6.19756, 3.86218], [-2.56143, -4.96588, 3.31869], [-2.35663, -3.45848, 1.32427], [-2.79107, -1.90438, 1.93874], [-2.01949, -2.11111, -0.40646], [-0.38757, -2.16553, 0.15000], [0.52845, -0.16663, 0.63610], [-0.26501, 0.40530, -0.85327], [-0.07841, 1.61185, 1.89295], [-1.55014, 1.81453, 0.99274], [2.12820, 1.32376, 1.02568], [4.32502, 2.05297, 0.96408], [6.24937, 2.67018, 0.96561], [7.13114, 4.14525, 1.26745], [5.67602, 3.81950, 2.13972], [4.65737, 5.85869, 1.61927], [6.21931, 6.31475, 0.88861], [4.69700, 6.55277, 0.03767], [6.74339, 5.41568, -1.07568], [5.27402, 5.06760, -1.91475], [8.17390, 2.34161, -0.91929], [8.84333, 3.17728, -2.25781], [8.45279, 4.03001, -0.73215], [4.89105, 2.41367, -2.14146], [6.27197, 1.62812, -2.86336], [6.04681, 1.59527, -1.12218], [7.66238, 4.73625, -3.38075], [5.99333, 4.54570, -3.71759], [7.14035, 3.23301, -4.09480], [3.06406, 5.67637, -0.68399], [0.84523, 4.90317, -0.67786], [1.89814, -1.21720, 4.67938], [2.76614, -3.19024, 2.54614], [-2.85103, -2.73055, 3.93784], [-0.31369, -3.52974, 5.31002], [-2.06913, -5.16783, 5.52007], [-2.23737, -4.24517, 6.93528], [-3.32154, -3.91017, 5.60816], [9.44940, 3.11581, -9.05682], [9.03315, 3.75653, -7.95478], [7.57608, 3.83122, -7.57926], [7.28830, 4.42290, -6.55749], [6.60460, 3.20940, -8.46093], [7.02279, 2.57636, -9.56558], [8.48155, 2.47783, -9.92570], [8.77279, 1.86642, -10.93584], [6.19610, 1.99293, -10.41876], [9.85741, 4.36431, -7.12141], [10.49201, 3.05430, -9.33366], [5.55995, 3.28535, -8.19352], [6.75650, 1.61405, -11.12507], [9.29962, 4.74230, -6.41482], [1.58166, -6.19641, -3.52626], [2.53872, -5.44852, -2.96755], [3.92111, -5.35393, -3.54801], [4.72016, -4.63331, -2.97789], [4.22026, -6.12230, -4.73412], [3.26626, -6.87916, -5.30046], [1.87318, -6.95278, -4.73439], [1.05567, -7.64313, -5.30691], [3.47259, -7.60702, -6.38145], [2.35268, -4.73695, -1.86469], [0.58360, -6.26907, -3.11715], [5.21861, -6.05958, -5.13093], [2.62690, -8.05160, -6.58116], [3.20739, -4.29362, -1.68781], [-5.59979, 3.85845, 8.03035], [-5.56367, 3.81715, 6.69003], [-4.55454, 2.97749, 5.95004], [-4.59098, 2.97038, 4.73073], [-3.59069, 2.22316, 6.71929], [-3.62358, 2.26509, 8.05925], [-4.64843, 3.08353, 8.80306], [-4.61945, 3.05135, 10.01645], [-2.77439, 1.60162, 8.81926], [-6.40213, 4.50076, 5.93204], [-6.31982, 4.45470, 8.57191], [-2.86016, 1.63606, 6.18099], [-3.02141, 1.80606, 9.74331], [-6.17141, 4.30026, 5.00719], [-7.32255, 0.47111, 1.26135], [-6.31635, 1.20920, 1.75803], [-4.98841, 1.31450, 1.05144], [-4.13234, 2.01527, 1.55168], [-4.79894, 0.56867, -0.18061], [-5.80407, -0.17010, -0.67076], [-7.14103, -0.25300, 0.01916], [-8.00245, -0.93455, -0.50364], [-5.70354, -0.87670, -1.78464], [-6.41148, 1.88610, 2.88576], [-8.27994, 0.38881, 1.75579], [-3.83564, 0.63793, -0.66685], [-6.57142, -1.30794, -1.90968], [-5.54900, 2.33053, 3.03134], [-13.56102, -3.41550, -0.59375], [-13.67895, -2.08176, -0.67657], [-12.67017, -1.23839, -1.41352], [-12.85707, -0.03797, -1.45755], [-11.53387, -1.90252, -2.02292], [-11.41518, -3.23360, -1.93719], [-12.43602, -4.07873, -1.22255], [-12.26119, -5.28318, -1.20537], [-10.40514, -3.90531, -2.46664], [-14.67510, -1.41220, -0.12703], [-14.27899, -4.02985, -0.06978], [-10.80765, -1.28727, -2.53427], [-10.57310, -4.84435, -2.25951], [-14.52004, -0.47196, -0.33951], [-5.33658, -7.27683, 2.74799], [-6.27747, -8.11070, 2.27116], [-6.72860, -9.32493, 3.04749], [-7.59474, -10.01598, 2.55549], [-6.09928, -9.59379, 4.32739], [-5.16002, -8.76077, 4.79604], [-4.73051, -7.53713, 4.03155], [-3.87840, -6.81650, 4.53495], [-4.54802, -8.94996, 5.95354], [-6.86758, -7.93435, 1.11221], [-5.00943, -6.40383, 2.20112], [-6.41638, -10.47344, 4.86883], [-3.92280, -8.21103, 6.05949], [-7.50317, -8.67167, 1.01143], [6.46672, 10.93570, -3.06373], [6.47418, 10.19072, -1.94930], [6.78959, 8.71854, -1.97991], [6.79335, 8.11479, -0.92203], [7.06545, 8.09741, -3.25920], [7.05539, 8.84106, -4.37560], [6.76550, 10.32029, -4.34304], [6.79336, 10.92485, -5.39692], [7.29589, 8.34366, -5.57378], [6.21007, 10.68344, -0.75165], [6.24414, 11.99296, -3.05352], [7.27367, 7.03635, -3.27048], [7.22777, 9.09332, -6.19639], [6.28686, 9.93666, -0.12820]],
  "forces_ev_per_a": [[0.0, 0.2, -0.2], [-1.3, 0.8, -0.4], [2.1, -0.8, 1.5], [0.5, 1.2, -0.9], [-2.5, 0.4, -1.3], [0.3, 0.0, -0.4], [-0.4, 0.3, -0.3], [0.3, 0.5, 0.1], [0.0, -0.3, 0.4], [-0.5, 0.3, -0.4], [-0.1, -0.4, 0.1], [-2.1, -0.3, -0.1], [-0.5, -2.4, 1.1], [1.3, -0.8, 0.5], [2.6, 0.2, -0.2], [-0.4, 0.2, 0.3], [0.2, 0.1, -0.1], [-0.3, -0.8, 0.0], [0.2, -0.6, 0.6], [0.2, 0.2, -1.2], [-0.7, -0.9, 0.6], [-0.2, 0.5, 0.1], [0.1, 0.6, 0.9], [0.5, 2.2, -1.0], [-2.0, 1.0, -0.7], [0.4, -0.7, -0.4], [-0.1, 0.0, 0.7], [-0.1, 0.1, 0.4], [-0.4, -0.7, -1.0], [1.9, 0.5, 1.5], [-0.7, 0.4, -1.5], [-1.1, 1.3, 0.3], [0.8, -0.1, 0.0], [0.7, -0.7, 0.9], [0.2, -0.2, 0.5], [-0.1, -0.5, 0.4], [0.2, -0.1, -0.5], [0.6, 0.4, 0.1], [-0.3, 0.0, -0.4], [-0.2, -0.2, -0.4], [-0.1, -0.4, 0.5], [-0.6, -0.2, 0.3], [0.0, -0.7, 0.2], [-0.2, 0.4, 0.4], [-0.2, -0.3, -0.3], [0.6, 0.0, 0.1], [0.5, -0.5, -0.2], [0.1, 0.1, -0.4], [0.4, 0.2, 0.4], [-0.5, 0.2, 0.1], [-0.3, -0.5, 0.1], [0.5, -0.4, 0.2], [0.2, -0.5, -0.2], [0.6, 0.2, 0.0], [-0.2, 0.0, 0.4], [-0.1, 0.3, 0.6], [0.4, 0.3, 0.1], [-0.1, 0.6, -0.4], [0.3, 0.5, -0.1], [-0.5, 0.2, -0.1], [0.2, -0.4, 0.4], [0.4, 0.2, -0.3], [0.4, 0.5, 0.0], [-0.5, -0.1, -0.1], [0.2, -0.4, -0.2], [0.0, -0.3, 0.4], [0.4, 0.4, -0.3], [-0.5, -0.1, -0.5], [0.1, -0.4, -0.3], [0.2, 0.6, -0.3], [-0.4, 0.4, -0.2], [-0.1, 0.1, 0.5], [0.8, 0.2, -0.1], [-0.5, -0.4, -0.7], [0.5, 0.0, -0.2], [-0.2, -0.5, -0.4], [-0.2, -0.1, 0.6], [-0.5, 0.0, -0.1], [0.1, 0.0, -0.1], [0.1, -0.2, -0.3], [-0.3, -0.1, -0.3], [0.1, 0.1, 0.2], [0.0, 0.1, 0.2], [-0.3, 0.1, 0.2], [0.3, 0.1, 0.1], [-0.2, -0.1, -0.1], [0.1, -0.1, -0.2], [0.0, 0.1, 0.2], [0.0, 0.0, 0.0], [0.0, 0.0, 0.0], [0.0, 0.0, 0.0], [0.0, 0.0, 0.0], [-0.1, -0.1, 0.0], [-0.3, -0.2, -0.2], [0.3, -0.1, -0.3], [-0.2, 0.1, 0.2], [0.0, 0.0, 0.0], [0.3, 0.2, 0.1], [-0.2, 0.1, 0.3], [0.1, -0.1, -0.2], [-0.2, -0.1, -0.1], [0.1, 0.3, 0.4], [0.0, 0.0, 0.0], [0.1, 0.0, -0.1], [0.0, 0.0, -0.1], [0.1, 0.0, -0.1], [0.0, 0.0, 0.1], [0.0, 0.0, 0.3], [0.2, -0.2, 0.1], [-0.1, 0.1, -0.1], [0.0, 0.0, -0.1], [0.1, 0.0, -0.3], [-0.3, 0.3, -0.1], [0.2, -0.2, 0.1], [0.0, 0.0, 0.3], [0.0, 0.0, -0.2], [0.0, 0.0, 0.0], [0.0, 0.0, 0.1], [0.0, 0.0, 0.1], [0.0, 0.0, -0.1], [0.0, -0.1, -0.1], [-0.3, -0.2, -0.1], [0.1, -0.2, -0.3], [0.0, 0.1, 0.2], [0.1, 0.0, 0.1], [0.3, 0.2, 0.1], [-0.2, 0.2, 0.3], [0.1, -0.2, -0.2], [-0.1, -0.2, -0.1], [0.2, 0.2, 0.0], [0.0, 0.0, 0.0], [0.0, 0.0, 0.0], [-0.1, 0.0, 0.0], [0.0, 0.0, 0.2], [0.0, -0.1, 0.0], [0.0, -0.4, 0.0], [0.3, -0.1, -0.2], [-0.2, 0.1, 0.1], [0.0, 0.1, 0.0], [0.0, 0.4, 0.0], [-0.3, 0.1, 0.2], [0.2, -0.1, -0.1], [0.1, -0.2, 0.0], [-0.1, 0.2, 0.0], [0.0, 0.0, 0.0], [0.0, 0.0, 0.0], [0.0, -0.1, 0.0], [0.0, 0.1, 0.0], [0.1, 0.1, 0.1], [0.3, 0.3, 0.1], [0.1, -0.2, 0.4], [-0.1, 0.1, -0.3], [-0.1, 0.0, -0.1], [-0.2, -0.2, -0.1], [-0.1, 0.1, -0.3], [0.0, -0.2, 0.2], [0.2, 0.1, 0.1], [-0.2, -0.1, -0.1], [-0.1, 0.0, 0.0], [0.0, 0.0, 0.0], [0.0, 0.0, 0.1], [-0.1, 0.0, 0.0], [0.0, 0.0, -0.1], [0.0, 0.2, -0.3], [0.1, -0.3, -0.3], [0.0, 0.2, 0.2], [0.0, -0.1, 0.1], [0.0, -0.2, 0.3], [-0.1, 0.2, 0.3], [0.0, -0.2, -0.2], [0.0, 0.1, -0.2], [0.0, -0.1, 0.2], [0.0, 0.0, 0.0], [0.0, 0.0, 0.0], [0.0, 0.0, -0.1], [0.0, 0.0, 0.1]],
  "total_charge": 1,
  "orbital_gap_ha": 0.2333,
  "homo_energy_ev": -9.99,
  "max_force_ha_per_bohr": 0.055
}